Density functional theory data (wB97M-V/def2-TZVPD) for C15H12CdN5O7S2 as an isolated structure.

The geometry in XYZ format:
```
42
Properties=species:S:1:pos:R:3:forces:R:3
Cd 1.365964 -0.826822 -0.715186 0.2 0.4 0.1
C 5.227496 2.077578 1.960059 0.1 0.0 -0.1
S 4.519481 0.697875 2.865442 0.0 0.0 0.0
C 3.546657 -0.154710 1.640768 0.3 0.0 0.1
S 3.807188 0.070579 -0.029590 -0.3 0.0 0.1
N 2.764047 -0.999855 2.266546 -0.2 -0.2 -0.4
N 1.915065 -1.663388 1.430361 0.1 0.0 0.2
C 1.455667 -2.784777 1.813766 -0.1 0.0 -0.1
C 0.437063 -3.468364 0.992019 0.1 0.0 0.2
C -0.142349 -4.651709 1.434687 0.0 0.0 -0.1
C -1.117222 -5.248113 0.652242 0.0 0.0 0.0
C -1.487587 -4.645656 -0.537864 0.0 0.1 0.0
C -0.857945 -3.461812 -0.900626 0.0 0.0 -0.1
N 0.080837 -2.895850 -0.159500 0.2 0.1 0.1
H 6.095075 2.408826 2.529245 0.0 0.0 0.0
H 5.544889 1.757609 0.970996 0.0 0.0 0.0
H 4.516282 2.894957 1.864130 0.0 0.0 0.0
H 1.780773 -3.233970 2.751120 0.0 0.0 0.0
H 0.168194 -5.086078 2.375301 0.0 0.0 0.0
H -1.584813 -6.170276 0.973134 0.0 0.0 0.0
H -2.242864 -5.075071 -1.179990 0.0 0.0 0.0
H -1.111265 -2.942165 -1.816880 0.0 0.0 0.0
O 0.540458 1.330242 -0.087592 0.2 0.0 -0.1
C -0.613491 1.058273 -0.489659 -0.1 -0.1 0.0
O -0.978128 -0.073856 -0.880424 0.0 -0.2 -0.1
C -1.633918 2.173739 -0.505092 -0.1 0.0 0.0
C -2.983945 1.875981 -0.658119 0.0 0.0 0.0
C -3.930521 2.887462 -0.667477 0.1 0.0 0.0
C -3.486763 4.191410 -0.536249 -0.2 0.2 -0.2
C -2.152184 4.523522 -0.391987 0.1 -0.1 0.0
C -1.224036 3.495153 -0.371134 0.0 0.0 0.1
N -4.489051 5.281635 -0.551224 0.1 -0.2 0.9
O -4.089502 6.419354 -0.390238 0.0 0.0 -0.3
O -5.664002 4.971945 -0.611436 0.0 0.1 -0.3
H -3.272763 0.841188 -0.777119 0.0 0.0 0.0
H -4.984646 2.685542 -0.779712 0.0 0.0 0.0
H -1.860366 5.557817 -0.297318 0.0 0.0 0.0
H -0.169112 3.695977 -0.247071 0.0 0.0 0.0
O 2.207244 -2.452651 -2.325130 -0.2 -0.3 0.1
N 1.571877 -1.893300 -3.258261 0.3 0.1 0.1
O 1.246449 -2.496587 -4.264649 0.1 0.0 -0.2
O 1.285787 -0.671659 -3.090288 -0.3 0.0 0.0
```
Forces are in eV/Å.

Values from the calculation:
**Energy above the lowest of the compared OMol25 structures with the same formula, charge and spin**: 0.043 eV
**Frontier orbital gap**: 6.94 eV
**Energy**: -63765.5442 eV
**Total charge**: -1

So, what does the Mulliken scheme give us? The charges, in e, come out as: number 1, Cd, carries 1.66; number 2, C, carries -0.85; number 3, S, carries -0.08; number 4, C, carries 0.47; number 5, S, carries -0.54; number 6, N, carries -1.06; number 7, N, carries 0.50; number 8, C, carries -0.85; number 9, C, carries 0.85; number 10, C, carries -0.82; number 11, C, carries -0.23; number 12, C, carries -0.82; number 13, C, carries -0.35; number 14, N, carries 0.17; number 15, H, carries 0.33; number 16, H, carries 0.29; number 17, H, carries 0.27; number 18, H, carries 0.33; number 19, H, carries 0.38; number 20, H, carries 0.40; number 21, H, carries 0.36; number 22, H, carries 0.44; number 23, O, carries -0.81; number 24, C, carries 0.77; number 25, O, carries -0.85; number 26, C, carries -0.15; number 27, C, carries -0.34; number 28, C, carries -0.50; number 29, C, carries 0.20; number 30, C, carries -0.48; number 31, C, carries -0.33; number 32, N, carries 0.98; number 33, O, carries -0.62; number 34, O, carries -0.62; number 35, H, carries 0.40; number 36, H, carries 0.45; number 37, H, carries 0.46; number 38, H, carries 0.42; number 39, O, carries -0.67; number 40, N, carries 1.14; number 41, O, carries -0.64; number 42, O, carries -0.68